Version 1
{
  "formula": "C4H5NO4",
  "method": "wB97M-V/def2-TZVPD",
  "orbital_gap_ev": 8.0,
  "lumo_energy_ha": 0.018,
  "smiles": "Nc1c(O)oc(O)c1O",
  "elements": ["N", "C", "C", "O", "O", "C", "O", "C", "O", "H", "H", "H", "H", "H"],
  "positions_angstrom": [[-1.46921, 0.12782, -1.56235], [-0.54805, 0.23644, -0.43185], [-0.71200, 0.29100, 0.91912], [-1.83013, 0.55739, 1.64479], [0.45088, 0.13920, 1.56295], [1.44251, 0.03349, 0.66555], [2.64914, -0.10815, 1.18566], [0.86277, 0.01788, -0.57515], [1.40465, -0.38917, -1.74498], [-2.21831, 0.83253, -1.43379], [-1.95565, -0.76502, -1.39912], [-1.72579, 0.29217, 2.54493], [3.02701, -0.98854, 0.92015], [0.62218, -0.27706, -2.29592]]
}

=====

Version 2
{
  "formula": "C4H5NO4",
  "method": "wB97M-V/def2-TZVPD",
  "orbital_gap_ev": 11.2,
  "lumo_energy_ha": -0.017,
  "smiles": "CCOC(=O)OOC#N",
  "elements": ["C", "C", "O", "C", "O", "O", "O", "C", "N", "H", "H", "H", "H", "H"],
  "positions_angstrom": [[1.64506, 0.11969, 0.42884], [0.84201, -0.79534, -0.47131], [-0.14535, -1.55816, 0.28861], [-1.34002, -0.99358, 0.32634], [-2.33255, -1.44949, -0.13374], [-1.35050, 0.20531, 1.05749], [-2.23201, 1.13292, 0.38789], [-1.51696, 1.86528, -0.40514], [-0.99166, 2.34829, -1.31430], [2.61708, 0.30744, -0.00778], [1.13916, 1.03692, 0.68702], [1.82899, -0.42520, 1.34888], [1.50961, -1.51566, -0.91912], [0.32714, -0.27843, -1.27368]]
}

=====

Version 3
{
  "formula": "C4H5NO4",
  "method": "wB97M-V/def2-TZVPD",
  "orbital_gap_ev": 10.2,
  "lumo_energy_ha": 0.012,
  "smiles": "O=C[C@]1(O)CN(O)C1=O",
  "elements": ["O", "C", "C", "O", "C", "N", "O", "C", "O", "H", "H", "H", "H", "H"],
  "positions_angstrom": [[-2.18203, 1.00897, 0.75358], [-1.02842, 1.20321, 1.04836], [0.23115, 0.67404, 0.31498], [1.44099, 1.41573, 0.61393], [0.04949, 0.29022, -1.17544], [0.49429, -1.11799, -0.83301], [-0.46446, -2.04344, -1.24071], [0.34632, -0.87280, 0.53053], [0.32942, -1.60681, 1.45239], [-0.78357, 1.77150, 1.97609], [1.78426, 1.04525, 1.43565], [-1.00424, 0.32355, -1.49018], [0.69732, 0.70935, -1.95034], [0.08947, -2.80078, -1.43585]]
}

=====

Top of the stability list: version 1, leading by 0.0531 hartree.

=====

Version 1
{
  "formula": "C4H5NO4",
  "method": "wB97M-V/def2-TZVPD",
  "orbital_gap_ev": 10.8,
  "lumo_energy_ha": 0.018,
  "elements": ["O", "C", "N", "C", "O", "C", "O", "C", "H", "H", "H", "O", "H", "H"],
  "positions_angstrom": [[-2.69930, 0.58931, -0.41113], [-1.57512, 0.18410, -0.19732], [-0.67755, 0.75897, 0.65383], [1.01595, 0.38866, -0.04687], [1.77132, 1.28784, -0.31506], [0.60070, -0.70996, -1.00299], [-0.11052, -1.78008, -0.40914], [-0.86394, -0.80383, -1.10475], [-0.83298, 1.70081, 0.99661], [1.25675, -0.94003, -1.84332], [-1.36349, -1.10566, -2.02610], [1.38810, -0.20240, 1.75822], [0.11450, 0.15525, 1.83791], [1.97559, 0.47701, 2.11012]]
}

=====

Version 2
{
  "formula": "C4H5NO4",
  "method": "wB97M-V/def2-TZVPD",
  "orbital_gap_ev": 9.7,
  "lumo_energy_ha": -0.012,
  "elements": ["C", "C", "C", "C", "N", "O", "O", "O", "O", "H", "H", "H", "H", "H"],
  "positions_angstrom": [[2.06825, -0.55851, -1.46096], [1.11729, 0.17117, -0.93809], [-0.35692, -0.77925, 0.22027], [-1.94230, -0.18436, 1.82888], [0.78952, 1.52742, -1.11020], [-0.35338, 1.78513, -1.43751], [-0.44958, -1.94774, 0.09347], [1.65973, 2.34635, -0.88619], [-0.87912, 0.14643, 0.91336], [2.79205, -0.14693, -2.15233], [2.14934, -1.60627, -1.22976], [-2.81886, 0.39138, 1.53624], [-1.61696, 0.10795, 2.82614], [-2.15907, -1.25277, 1.79668]]
}

=====

Top of the stability list: version 1, leading by 0.0726 hartree.

=====

Version 1
{
  "formula": "C2H2Li2O2",
  "method": "wB97M-V/def2-TZVPD",
  "orbital_gap_ev": 5.8,
  "lumo_energy_ha": -0.039,
  "elements": ["O", "O", "C", "C", "Li", "Li", "H", "H"],
  "positions_angstrom": [[1.74447, -0.02414, -1.09668], [-1.60100, -1.62701, 0.84837], [-1.60027, -0.42388, 0.93076], [-1.35145, 0.82511, 0.85257], [0.44035, 0.90139, -0.26634], [1.65761, -1.77283, -1.24846], [2.53679, 0.44738, -1.35381], [-1.82650, 1.67398, 1.33357]]
}

=====

Version 2
{
  "formula": "C2H2Li2O2",
  "method": "wB97M-V/def2-TZVPD",
  "orbital_gap_ev": 6.1,
  "lumo_energy_ha": -0.008,
  "elements": ["O", "C", "C", "O", "Li", "Li", "H", "H"],
  "positions_angstrom": [[1.22368, -0.54727, 1.09590], [0.45130, 0.33531, 1.04109], [-0.38821, 1.28861, 0.69794], [0.30388, -1.18650, -1.86949], [-1.32859, -1.61634, -1.86317], [1.15461, -1.70932, -0.43801], [0.00896, 2.22760, 0.30931], [-1.42563, 1.20791, 1.02642]]
}

=====

Top of the stability list: version 1, leading by 0.0743 hartree.

=====

Version 1
{
  "formula": "C2H2FNO",
  "method": "wB97M-V/def2-TZVPD",
  "orbital_gap_ev": 12.5,
  "lumo_energy_ha": 0.004,
  "smiles": "N#C[C@@H](O)F",
  "elements": ["N", "C", "C", "O", "F", "H", "H"],
  "positions_angstrom": [[0.05283, -0.57327, 2.34710], [0.18805, -0.31327, 1.24902], [0.14263, -0.05223, -0.24534], [-0.38864, 1.09218, -0.57985], [1.46813, -0.18801, -0.69039], [-0.53952, -0.91126, -0.65086], [-0.92348, 0.94586, -1.42968]]
}

=====

Version 2
{
  "formula": "C2H2FNO",
  "method": "wB97M-V/def2-TZVPD",
  "orbital_gap_ev": [8.0, 10.4],
  "lumo_energy_ha": [-0.081, -0.066],
  "elements": ["C", "C", "N", "O", "F", "H", "H"],
  "positions_angstrom": [[-1.37091, -0.37333, 0.84924], [1.01526, 0.31015, -1.45342], [-2.33025, -0.78953, 0.36612], [1.54916, 0.80617, -0.57030], [1.46565, 0.26611, 1.19881], [-0.51634, 0.16208, 1.20383], [0.18743, -0.38165, -1.59428]]
}

=====

Top of the stability list: version 1, leading by 0.1557 hartree.

=====

Version 1
{
  "formula": "C2H14O4S",
  "method": "wB97M-V/def2-TZVPD",
  "orbital_gap_ev": 9.1,
  "lumo_energy_ha": 0.017,
  "smiles": "CSC.O.O.O.O",
  "elements": ["C", "S", "C", "H", "H", "H", "H", "H", "H", "O", "H", "H", "O", "H", "H", "O", "H", "H", "O", "H", "H"],
  "positions_angstrom": [[0.18476, -0.83794, -2.80555], [-0.99570, -1.68864, -1.57685], [0.13243, -2.39239, -0.32804], [0.15155, -1.40094, -3.74829], [1.13080, -0.70070, -2.15795], [-0.04014, 0.19016, -3.07189], [-0.40471, -2.81978, 0.59791], [0.73425, -3.29537, -0.76485], [0.80655, -1.58581, 0.00223], [-1.54513, -0.97411, 1.85838], [-2.40425, -0.90393, 2.30826], [-1.77837, -1.28605, 1.00363], [1.18366, 4.00047, 1.07813], [1.16584, 3.02612, 1.07946], [0.34909, 4.37884, 1.33513], [-0.46590, 1.59382, -1.03366], [-0.34653, 2.63163, -0.83993], [0.31753, 1.21361, -0.58357], [0.79732, 0.59159, 2.35517], [0.64853, 0.48204, 3.31181], [0.37841, -0.22262, 1.98046]]
}

=====

Version 2
{
  "formula": "C2H14O4S",
  "method": "wB97M-V/def2-TZVPD",
  "orbital_gap_ev": 3.7,
  "lumo_energy_ha": -0.209,
  "elements": ["C", "S", "C", "H", "H", "H", "H", "H", "H", "H", "H", "O", "H", "H", "O", "H", "H", "O", "H", "H", "O"],
  "positions_angstrom": [[0.63957, 0.09657, 1.40994], [2.09681, 0.60184, 0.34182], [1.95264, -0.55583, -1.04629], [0.80768, -0.18942, 2.45358], [0.00912, 0.99637, 1.23811], [0.04162, -0.68256, 0.92051], [0.90268, -0.53315, -1.45793], [2.34518, -1.72672, -0.74914], [2.61240, -0.01507, -1.73654], [-0.24854, -3.31033, -0.56166], [-2.32642, -0.27676, -0.36939], [-2.46992, -1.24238, -0.52671], [-1.66169, -1.80460, -0.68463], [-1.62831, 1.75840, -2.00402], [-0.95951, 1.48614, -1.32487], [-2.09293, -1.23801, 2.77149], [-1.65918, -1.42958, 2.14280], [-0.10703, -2.38993, -0.36809], [-2.56573, 2.40811, 0.68764], [-1.34613, 1.68899, -0.17138], [-1.75003, 1.83121, 0.95337]]
}

=====

Top of the stability list: version 1, leading by 0.3455 hartree.

=====

Version 1
{
  "formula": "C2H4ClP",
  "method": "wB97M-V/def2-TZVPD",
  "orbital_gap_ev": 10.2,
  "lumo_energy_ha": 0.041,
  "smiles": "ClP1CC1",
  "elements": ["Cl", "P", "C", "C", "H", "H", "H", "H"],
  "positions_angstrom": [[-2.47172, 0.64699, -0.07611], [-1.13205, -0.86570, -0.03743], [0.49006, 0.05092, -0.71723], [0.41657, -0.04007, 0.73320], [0.01237, 0.91143, -1.12413], [1.29177, -0.56174, -1.16052], [0.97291, -0.90638, 0.99983], [0.42008, 0.76455, 1.38241]]
}

=====

Version 2
{
  "formula": "C2H4ClP",
  "method": "wB97M-V/def2-TZVPD",
  "orbital_gap_ev": 7.3,
  "lumo_energy_ha": -0.089,
  "elements": ["C", "C", "P", "Cl", "H", "H", "H", "H"],
  "positions_angstrom": [[-0.14914, -0.17309, -0.72648], [-0.09197, -0.31205, 0.76623], [-1.20231, -1.51000, -0.05730], [-3.51593, 0.44223, 0.01866], [-0.68714, 0.67214, -1.13230], [0.72030, -0.45659, -1.30664], [0.81508, -0.70148, 1.21267], [-0.57994, 0.44132, 1.36893]]
}

=====

Top of the stability list: version 1, leading by 0.0577 hartree.